Formula: CH2OS3
Source: OMol25
Level of theory: ωB97M-V/def2-TZVPD

```
! RIJCOSX wB97M-V def2-TZVPD def2/J DEFGRID3
* xyz 0 1
O 0.880 -0.578 -1.652
S 0.871 -0.269 -0.238
S 2.106 1.328 0.592
C -0.790 0.065 0.183
S -0.293 -1.424 1.084
H -1.627 -0.062 -0.661
H -1.146 0.940 0.693
*
```

SMILES: O=[S@@]1(=S)CS1
HOMO energy: -9.33 eV
energy relative to the best compared isomer or geometry (same formula, charge and spin): 174.03 kJ/mol
gap between HOMO and LUMO: 7.222 eV

---

Formula: CHN3O3S
Source: OMol25
Level of theory: ωB97M-V/def2-TZVPD

```
! RIJCOSX wB97M-V def2-TZVPD def2/J DEFGRID3
* xyz 0 1
C -1.022 -1.206 -0.167
N 0.108 -0.901 -0.426
N -2.805 0.963 1.335
N -2.060 0.861 0.507
O 2.469 0.016 0.183
O 0.741 1.531 -0.513
O -2.080 -1.594 0.084
S 1.286 0.284 -0.902
H 3.364 0.046 -0.100
*
```

HOMO energy: -10.66 eV
energy relative to the best compared isomer or geometry (same formula, charge and spin): 94.93 kJ/mol
gap between HOMO and LUMO: 10.919 eV

---

Formula: C33H39F23NO14
Source: OMol25
Level of theory: ωB97M-V/def2-TZVPD

```
! RIJCOSX wB97M-V def2-TZVPD def2/J DEFGRID3
* xyz -1 1
O -5.698 3.335 -3.765
C -4.879 4.356 -4.037
C -3.586 4.699 -3.116
C -2.106 4.408 -3.677
C -1.910 4.048 -5.261
O -2.697 4.293 -6.295
O -0.586 3.428 -5.613
N -1.594 3.141 -2.974
C -1.127 3.345 -1.587
C -0.828 2.072 -0.635
C 0.616 2.185 0.202
F 1.774 2.487 -0.670
C -2.448 1.944 -3.229
C -1.503 0.743 -4.147
C 0.199 0.772 -3.809
O -0.843 -0.395 -3.303
C -1.205 5.758 -3.449
F -1.316 6.357 -2.065
F 0.272 5.485 -3.622
C -1.523 7.018 -4.447
F -1.548 8.288 -3.618
F -2.849 7.019 -5.103
C -0.366 7.341 -5.571
F -0.975 8.389 -6.475
F 0.014 6.226 -6.451
F 0.808 8.050 -4.935
H -5.089 5.011 -5.013
H -3.694 5.852 -2.822
H -3.755 4.125 -2.082
H -0.106 3.966 -1.622
H -1.874 4.061 -0.991
H -0.869 1.015 -1.124
H -1.659 2.070 0.222
H 0.723 1.132 0.753
H 0.441 3.011 1.041
H -3.332 2.066 -3.987
H -2.887 1.383 -2.307
H -1.855 0.513 -5.330
H 0.885 0.315 -4.648
H 0.597 1.462 -2.952
C 3.743 -4.254 0.463
C 4.568 -3.293 1.299
O 3.969 -1.987 1.313
C 2.902 -1.821 2.159
O 2.453 -2.713 2.874
C 2.391 -0.385 2.107
F 2.247 0.079 0.832
F 3.237 0.484 2.732
F 1.176 -0.228 2.706
H 3.595 -3.855 -0.546
H 4.237 -5.227 0.391
H 2.748 -4.405 0.893
H 5.562 -3.182 0.855
H 4.711 -3.663 2.321
C -3.729 -4.107 0.948
C -2.818 -3.807 -0.228
O -3.497 -3.003 -1.206
C -3.591 -1.664 -0.927
O -3.139 -1.145 0.091
C -4.293 -0.924 -2.062
F -5.432 -1.551 -2.475
F -3.502 -0.809 -3.167
F -4.662 0.345 -1.724
H -4.659 -4.570 0.605
H -3.237 -4.779 1.657
H -4.009 -3.192 1.480
H -2.540 -4.742 -0.723
H -1.887 -3.323 0.092
C 6.539 0.719 4.827
C 6.140 -0.297 5.880
O 6.283 -1.635 5.377
C 7.558 -2.141 5.361
O 8.545 -1.516 5.741
C 7.562 -3.577 4.846
F 6.821 -3.733 3.712
F 7.047 -4.451 5.758
F 8.812 -4.033 4.547
H 5.971 0.560 3.904
H 6.359 1.737 5.184
H 7.598 0.628 4.566
H 5.083 -0.165 6.134
H 6.711 -0.169 6.807
C 1.825 -2.616 9.990
C 2.615 -1.718 10.924
O 3.774 -1.187 10.260
C 3.553 -0.129 9.417
O 2.446 0.360 9.209
C 4.866 0.363 8.814
F 5.644 -0.653 8.342
F 5.630 1.032 9.725
F 4.686 1.219 7.768
H 2.466 -3.404 9.581
H 0.986 -3.079 10.516
H 1.430 -2.055 9.137
H 2.977 -2.304 11.774
H 1.997 -0.909 11.330
C -6.236 -1.728 -5.404
C -6.722 -2.236 -6.749
O -5.701 -3.011 -7.399
C -5.549 -4.300 -6.958
O -6.222 -4.798 -6.059
C -4.467 -5.020 -7.757
F -3.332 -4.277 -7.897
F -4.879 -5.324 -9.022
F -4.080 -6.199 -7.191
H -5.302 -1.169 -5.519
H -6.985 -1.078 -4.943
H -6.029 -2.554 -4.717
H -6.941 -1.387 -7.404
H -7.647 -2.817 -6.655
*
```

HOMO energy: -4.72 eV
gap between HOMO and LUMO: 5.946 eV

---

Formula: C21H30O6
Source: OMol25
Level of theory: ωB97M-V/def2-TZVPD

```
! RIJCOSX wB97M-V def2-TZVPD def2/J DEFGRID3
* xyz 0 1
C -6.816 -2.296 -0.917
C -5.516 -2.163 -0.738
C -4.644 -1.223 -1.514
C -4.039 -0.208 -0.581
C -4.614 1.037 -0.417
C -4.090 1.982 0.459
C -4.743 3.324 0.603
C -2.960 1.644 1.181
C -2.363 0.401 1.040
C -2.896 -0.534 0.165
O -2.390 -1.793 -0.039
C -1.211 -2.175 0.624
C 0.042 -1.424 0.118
O 0.723 -0.748 1.154
C 1.582 -1.549 1.940
C 2.936 -1.803 1.274
C 3.616 -0.482 0.919
C 2.815 0.255 -0.152
O 2.482 -0.237 -1.198
O 2.598 1.510 0.212
C 1.823 2.343 -0.655
C 0.506 2.701 0.016
C 5.015 -0.721 0.363
O 5.551 -1.792 0.290
O 5.562 0.433 -0.015
C 6.858 0.376 -0.619
C 6.757 0.056 -2.102
H -7.408 -2.978 -0.330
H -7.346 -1.732 -1.668
H -5.001 -2.735 0.022
H -5.230 -0.720 -2.285
H -3.840 -1.794 -1.984
H -5.498 1.282 -0.991
H -4.796 3.828 -0.361
H -4.189 3.953 1.295
H -5.761 3.212 0.975
H -2.526 2.357 1.868
H -1.477 0.181 1.615
H -1.311 -2.024 1.708
H -1.130 -3.247 0.427
H -0.270 -0.650 -0.587
H 0.715 -2.104 -0.412
H 1.728 -0.980 2.864
H 1.104 -2.505 2.187
H 2.808 -2.380 0.356
H 3.574 -2.377 1.946
H 3.695 0.176 1.788
H 2.424 3.238 -0.844
H 1.653 1.809 -1.595
H -0.045 1.797 0.258
H 0.691 3.252 0.934
H -0.093 3.313 -0.652
H 7.290 1.365 -0.454
H 7.455 -0.384 -0.104
H 6.123 0.785 -2.601
H 6.328 -0.934 -2.240
H 7.747 0.077 -2.549
*
```

SMILES: C=CCc1cc(C)ccc1OCCOCCC(C(=O)OCC)C(=O)OCC
HOMO energy: -8.19 eV
energy relative to the best compared isomer or geometry (same formula, charge and spin): 24.17 kJ/mol
gap between HOMO and LUMO: 8.991 eV

---

Formula: C34H51N4OP2V
Source: OMol25
Level of theory: ωB97M-V/def2-TZVPD

```
! RIJCOSX wB97M-V def2-TZVPD def2/J DEFGRID3
* xyz 3 2
C -0.857 -1.496 -2.625
C -1.993 -2.245 -0.684
C -1.557 -2.415 -3.414
C -2.703 -3.198 -1.435
C -2.499 -3.266 -2.814
H -1.347 -2.476 -4.486
H -3.400 -3.872 -0.930
H -3.052 -3.991 -3.420
N -1.116 -1.390 -1.290
P 1.547 -0.336 -1.825
P -1.925 -0.390 1.426
C 0.255 -0.635 -3.170
H 0.656 -1.065 -4.104
H -0.127 0.378 -3.397
C 1.156 1.072 1.110
O 1.854 1.691 1.827
C -1.998 -2.191 0.813
H -2.820 -2.788 1.233
C -1.742 -0.551 3.343
C -3.636 0.357 1.001
C 2.616 -1.925 -1.778
C 2.586 1.110 -2.531
C -0.302 -0.174 3.757
H -0.156 0.917 3.740
H -0.146 -0.528 4.793
H 0.463 -0.626 3.111
C -2.673 0.455 4.053
H -2.396 1.497 3.817
H -3.737 0.306 3.814
H -2.556 0.319 5.143
C -2.050 -1.986 3.818
H -2.342 -1.953 4.885
H -2.878 -2.452 3.260
H -1.163 -2.636 3.741
C -3.671 1.836 1.449
H -2.654 2.218 1.628
H -4.119 2.437 0.636
H -4.273 1.996 2.354
C -3.800 0.340 -0.537
H -2.865 0.601 -1.054
H -4.150 -0.636 -0.906
H -4.561 1.095 -0.808
C -4.811 -0.434 1.609
H -4.459 -1.318 2.169
H -5.435 0.176 2.281
H -5.461 -0.796 0.791
C 3.693 1.467 -1.518
H 3.862 2.559 -1.547
H 3.394 1.198 -0.491
H 4.652 0.975 -1.747
C 1.670 2.341 -2.677
H 0.742 2.116 -3.227
H 1.395 2.757 -1.696
H 2.219 3.115 -3.246
C 3.185 0.799 -3.919
H 3.060 1.688 -4.565
H 4.257 0.559 -3.886
H 2.655 -0.035 -4.410
C 1.704 -3.082 -1.313
H 1.796 -3.971 -1.960
H 2.011 -3.377 -0.293
H 0.651 -2.767 -1.268
C 3.697 -1.703 -0.695
H 3.247 -1.208 0.183
H 4.093 -2.688 -0.383
H 4.543 -1.101 -1.062
C 3.255 -2.334 -3.117
H 2.498 -2.499 -3.904
H 3.990 -1.599 -3.482
H 3.791 -3.290 -2.970
V 0.000 0.000 0.000
N 0.428 -1.886 0.951
C -0.546 -2.682 1.189
C -0.365 -4.055 1.738
C 0.759 -4.302 2.560
C -1.247 -5.125 1.474
C 0.987 -5.568 3.102
H 1.437 -3.464 2.750
C -1.015 -6.398 2.015
H -2.122 -4.973 0.835
C 0.101 -6.626 2.832
H 1.861 -5.737 3.740
H -1.710 -7.216 1.795
H 0.280 -7.619 3.256
N -1.446 1.997 -2.016
C -1.748 3.300 -2.135
C -1.255 3.965 -1.043
C -0.653 2.993 -0.276
N -0.765 1.789 -0.889
H -1.756 1.285 -2.705
H -2.305 3.733 -2.956
H -1.334 5.021 -0.824
H -0.175 3.176 0.674
*
```

HOMO energy (spin up / spin down): -16.76 / -16.77 eV
gap between HOMO and LUMO (spin up / spin down): 4.967 / 5.048 eV

---

Formula: C4H12O
Source: OMol25
Level of theory: ωB97M-V/def2-TZVPD

```
! RIJCOSX wB97M-V def2-TZVPD def2/J DEFGRID3
* xyz 0 1
C 0.554 -1.704 1.010
C -0.712 -2.547 1.013
O -1.843 -1.784 1.454
H 1.049 -1.777 1.981
H 0.213 -0.686 0.870
H 1.222 -2.020 0.210
H -0.926 -2.915 0.005
H -0.671 -3.393 1.695
H -2.366 -1.477 0.696
C 0.994 1.793 -1.186
C -0.126 2.789 -1.033
H 1.967 2.231 -0.956
H 0.899 0.887 -0.572
H 1.048 1.436 -2.229
H -0.173 3.205 -0.024
H -1.099 2.340 -1.203
H -0.031 3.621 -1.731
*
```

SMILES: CCO.CC
HOMO energy: -10.34 eV
energy relative to the best compared isomer or geometry (same formula, charge and spin): 54.26 kJ/mol
gap between HOMO and LUMO: 11.200 eV